## one
The following is a quantum chemistry calculation of the molecule C2H3ClOS, from OMol25.

**Orbital gap**: 9.15 eV
**HOMO level**: -0.3390 hartree
**2S+1**: 1
**Structure (SMILES)**: OC(=S)CCl

Each atom is followed by the atoms it is bonded to, with distances in Å.
CARTESIAN COORDINATES (ANGSTROEM)
1 O 0.30 -1.61 -0.09  C2 1.404, H6 0.990
2 C -0.37 -0.47 0.36  O1 1.404, S3 1.555, C4 1.673
3 S -1.63 -0.45 1.27  C2 1.555
4 C 0.28 1.01 -0.10  C2 1.673, Cl5 1.803, H7 1.293, H8 1.250
5 Cl 1.04 0.52 -1.66  C4 1.803
6 H -0.13 -2.51 -0.06  O1 0.990
7 H 1.21 1.71 0.46  C4 1.293
8 H -0.69 1.80 -0.17  C4 1.250

Löwdin population analysis, charges in e, atoms 1 to 4:
1 O -0.122
2 C -0.968
3 S 0.765
4 C -0.576


## two
The following is a quantum chemistry calculation of a cluster of 2 separate species, C2H3ClOS in total, from OMol25.

**Orbital gap (spin up / spin down)**: 8.28 / 8.09 eV
**HOMO level (spin up / spin down)**: -0.3325 / -0.3350 hartree
**2S+1**: 1

Each atom is followed by the atoms it is bonded to, with distances in Å.
CARTESIAN COORDINATES (ANGSTROEM)
1 C 1.15 -0.13 -0.22  C2 1.299, H6 1.175, H7 1.074
2 C 0.64 0.63 0.70  C1 1.299, H8 1.047
3 O -1.25 -1.47 -0.53  S4 1.466
4 S -1.69 -0.52 0.49  O3 1.466, Cl5 2.028
5 Cl -2.65 1.05 -0.35  S4 2.028
6 H 2.25 -0.16 -0.62  C1 1.175
7 H 0.52 -0.77 -0.81  C1 1.074
8 H 1.03 1.36 1.34  C2 1.047

Löwdin population analysis, charges in e, atoms 1 to 4:
1 C -0.140
2 C -0.043
3 O -0.614
4 S 0.514


## three
The following is a quantum chemistry calculation of the molecule C2H3ClOS, from OMol25.

**Orbital gap**: 8.62 eV
**HOMO level**: -0.3479 hartree
**2S+1**: 1
**Structure (SMILES)**: OC(=S)CCl

Each atom is followed by the atoms it is bonded to, with distances in Å.
CARTESIAN COORDINATES (ANGSTROEM)
1 O 1.14 -0.71 -0.89  C2 1.440, H6 0.941
2 C -0.18 -0.54 -0.35  O1 1.440, S3 1.787, C4 1.448
3 S -1.40 0.03 -1.52  C2 1.787
4 C -0.18 -0.43 1.09  C2 1.448, Cl5 1.715, H7 1.081, H8 1.041
5 Cl 0.96 0.78 1.54  C4 1.715
6 H 0.82 -0.64 -1.77  O1 0.941
7 H -0.39 -1.39 1.55  C4 1.081
8 H -1.17 -0.10 1.15  C4 1.041

Löwdin population analysis, charges in e, atoms 1 to 4:
1 O -0.063
2 C -0.741
3 S 0.599
4 C -0.668


The least stable of them is two.


## one
The following is a quantum chemistry calculation of the ion C4H7N2O with charge +1, from OMol25.

**Total charge**: +1
**Orbital gap**: 10.63 eV
**HOMO level**: -0.5583 hartree
**2S+1**: 1
**Structure (SMILES)**: C#[N+]/N=C(\C)OC

Each atom is followed by the atoms it is bonded to, with distances in Å.
CARTESIAN COORDINATES (ANGSTROEM)
1 C -3.06 -0.34 0.11  N2 1.154, H8 1.055
2 N -1.95 -0.14 -0.11  C1 1.154, N3 1.239
3 N -0.80 0.09 -0.52  N2 1.239, C4 1.319
4 C 0.28 0.15 0.23  N3 1.319, C5 1.488, O6 1.281
5 C 0.26 0.13 1.72  C4 1.488, H9 1.087, H10 1.093, H11 1.087
6 O 1.46 0.20 -0.28  C4 1.281, C7 1.425
7 C 1.71 0.07 -1.68  O6 1.425, H12 1.093, H13 1.086, H14 1.091
8 H -4.07 -0.61 0.28  C1 1.055
9 H 1.19 0.55 2.10  C5 1.087
10 H 0.21 -0.90 2.06  C5 1.093
11 H -0.59 0.67 2.13  C5 1.087
12 H 1.14 0.81 -2.24  C7 1.093
13 H 2.78 0.24 -1.81  C7 1.086
14 H 1.43 -0.93 -2.02  C7 1.091

Löwdin population analysis, charges in e, atoms 1 to 4:
1 C 0.319
2 N 0.013
3 N 0.152
4 C -0.327


## two
The following is a quantum chemistry calculation of the ion C4H7N2O with charge +1, from OMol25.

**Total charge**: +1
**Orbital gap**: 10.61 eV
**HOMO level**: -0.5356 hartree
**2S+1**: 1
**Structure (SMILES)**: O=C[C@H]1CNC=[NH+]1

Each atom is followed by the atoms it is bonded to, with distances in Å.
CARTESIAN COORDINATES (ANGSTROEM)
1 O 2.62 0.39 -0.87  C2 1.199
2 C 2.10 -0.24 0.01  O1 1.199, C3 1.554, H8 1.079
3 C 0.71 0.13 0.60  C2 1.554, C4 1.538, N7 1.432, H9 1.058
4 C -0.26 0.65 -0.47  C3 1.538, N5 1.481, H10 1.173, H11 1.125
5 N -1.08 -0.53 -0.79  C4 1.481, C6 1.314, H12 0.967
6 C -0.75 -1.47 0.06  N5 1.314, N7 1.278, H13 1.105
7 N 0.12 -1.13 0.94  C3 1.432, C6 1.278, H14 1.027
8 H 2.48 -1.22 0.28  C2 1.079
9 H 0.81 0.70 1.49  C3 1.058
10 H -0.88 1.63 -0.32  C4 1.173
11 H 0.49 0.90 -1.27  C4 1.125
12 H -1.38 -0.47 -1.71  N5 0.967
13 H -1.10 -2.51 -0.09  C6 1.105
14 H 0.55 -1.82 1.57  N7 1.027

Löwdin population analysis, charges in e, atoms 1 to 4:
1 O 0.121
2 C -0.162
3 C -0.195
4 C -0.056


## three
The following is a quantum chemistry calculation of the ion C4H7N2O with charge +1, from OMol25.

**Total charge**: +1
**Orbital gap (spin up / spin down)**: 8.26 / 8.75 eV
**HOMO level (spin up / spin down)**: -0.5007 / -0.5373 hartree
**2S+1**: 1

Each atom is followed by the atoms it is bonded to, with distances in Å.
CARTESIAN COORDINATES (ANGSTROEM)
1 C 1.77 -1.44 1.42  N5 1.168, H8 1.060
2 C -0.27 -0.79 0.36  C4 1.484, N5 1.344, O7 1.300
3 C 0.15 1.41 -0.69  C4 1.529, H9 1.088, H10 1.084, H11 1.087
4 C -0.91 0.46 -0.13  C2 1.484, C3 1.529, H12 1.090, H13 1.095
5 N 0.94 -0.77 0.95  C1 1.168, C2 1.344
6 N -0.22 -3.03 0.72  O7 1.297, H14 1.020
7 O -0.81 -1.97 0.26  C2 1.300, N6 1.297
8 H 2.63 -1.86 1.89  C1 1.060
9 H 0.90 1.64 0.07  C3 1.088
10 H -0.31 2.34 -0.99  C3 1.084
11 H 0.63 0.98 -1.56  C3 1.087
12 H -1.65 0.22 -0.89  C4 1.090
13 H -1.43 0.95 0.70  C4 1.095
14 H -0.83 -3.84 0.56  N6 1.020

Löwdin population analysis, charges in e, atoms 1 to 4:
1 C 0.344
2 C -0.274
3 C -0.072
4 C -0.136


## four
The following is a quantum chemistry calculation of the ion C4H7N2O with charge +1, from OMol25.

**Total charge**: +1
**Orbital gap**: 9.27 eV
**HOMO level**: -0.5047 hartree
**2S+1**: 1
**Structure (SMILES)**: NC1=CCC(O)=[NH+]1

Each atom is followed by the atoms it is bonded to, with distances in Å.
CARTESIAN COORDINATES (ANGSTROEM)
1 N 2.20 -1.04 0.07  C2 1.419, H8 0.997, H9 1.007
2 C 0.98 -0.33 -0.11  N1 1.419, C3 1.366, N7 1.428
3 C 0.63 0.99 -0.14  C2 1.366, C4 1.509, H10 1.117
4 C -0.87 1.10 0.03  C3 1.509, C5 1.463, H11 1.069, H12 1.089
5 C -1.30 -0.29 -0.14  C4 1.463, O6 1.327, N7 1.326
6 O -2.55 -0.73 -0.16  C5 1.327, H13 0.958
7 N -0.24 -1.07 -0.01  C2 1.428, C5 1.326, H14 1.006
8 H 2.85 -0.47 0.56  N1 0.997
9 H 2.59 -1.35 -0.81  N1 1.007
10 H 1.32 1.86 -0.25  C3 1.117
11 H -0.95 1.36 1.07  C4 1.069
12 H -1.18 2.02 -0.45  C4 1.089
13 H -3.07 -0.01 0.21  O6 0.958
14 H -0.40 -2.05 0.14  N7 1.006

Löwdin population analysis, charges in e, atoms 1 to 4:
1 N 0.129
2 C -0.283
3 C 0.024
4 C -0.053


The least stable of them is three.


## one
The following is a quantum chemistry calculation of the molecule C2H4Cl2N2, from OMol25.

**Orbital gap**: 9.02 eV
**HOMO level**: -0.3076 hartree
**2S+1**: 1
**Structure (SMILES)**: N/C(Cl)=C(/N)Cl

Each atom is followed by the atoms it is bonded to, with distances in Å.
CARTESIAN COORDINATES (ANGSTROEM)
1 N 0.62 -2.05 -0.10  C2 1.747, H7 1.048, H8 1.041
2 C 0.72 -0.30 -0.18  N1 1.747, Cl3 1.666, C4 1.315
3 Cl 2.27 0.25 -0.43  C2 1.666
4 C -0.27 0.49 0.17  C2 1.315, N5 1.352, Cl6 1.697
5 N -0.10 1.83 0.27  C4 1.352, H9 0.975, H10 1.073
6 Cl -1.78 -0.26 0.38  C4 1.697
7 H 1.39 -2.34 0.55  N1 1.048
8 H -0.29 -1.97 0.39  N1 1.041
9 H -0.94 2.23 0.55  N5 0.975
10 H 0.32 2.38 -0.56  N5 1.073

Löwdin population analysis, charges in e, atoms 1 to 4:
1 N -0.001
2 C -0.757
3 Cl 0.705
4 C -0.911


## two
The following is a quantum chemistry calculation of a cluster of 2 separate species, C2H4Cl2N2 in total, from OMol25.

**Orbital gap (spin up / spin down)**: 9.52 / 7.38 eV
**HOMO level (spin up / spin down)**: -0.3763 / -0.2873 hartree
**2S+1**: 1

Each atom is followed by the atoms it is bonded to, with distances in Å.
CARTESIAN COORDINATES (ANGSTROEM)
1 C 0.48 -0.43 -0.63  C2 1.444, N3 1.321, Cl5 1.769
2 C -0.50 0.51 -0.15  C1 1.444, N4 1.391, Cl6 1.695
3 N 1.22 -0.94 0.34  C1 1.321, H8 1.006
4 N -0.45 0.95 1.17  C2 1.391, H9 1.074, H10 0.951
5 Cl 0.73 -0.59 -2.37  C1 1.769
6 Cl -1.38 1.51 -1.21  C2 1.695
7 H -1.88 -1.67 -0.29  no bonds
8 H 1.91 -1.63 0.10  N3 1.006
9 H 0.35 0.42 1.64  N4 1.074
10 H -0.48 1.88 1.38  N4 0.951

Löwdin population analysis, charges in e, atoms 1 to 4:
1 C -0.860
2 C -0.857
3 N 0.056
4 N 0.057


The least stable of them is two.